[1]
Here is a structure of composition C52H44NOP2SeSrTe from the OMol25 dataset. Energies are from ωB97M-V/def2-TZVPD.

Geometry (Å):
Sr -1.929 1.218 -1.649
C 4.684 0.217 4.108
C 3.923 -0.982 3.516
C 4.256 -2.253 4.318
C 4.348 -1.164 2.070
C 5.667 -1.487 1.767
C 6.064 -1.677 0.459
C 5.158 -1.518 -0.579
C 3.845 -1.150 -0.327
P 2.396 -0.928 -1.472
C 2.577 0.875 -1.845
C 1.828 1.748 -1.046
C 1.894 3.117 -1.269
C 2.664 3.620 -2.309
C 3.344 2.750 -3.141
C 3.314 1.387 -2.902
C 2.941 -1.706 -3.034
C 4.205 -1.658 -3.613
C 4.482 -2.393 -4.753
C 3.495 -3.161 -5.344
C 2.215 -3.157 -4.810
C 1.932 -2.432 -3.666
C 3.459 -1.015 1.014
O 2.124 -0.783 1.191
C 1.644 -0.711 2.442
C 0.247 -0.588 2.510
C -0.337 -0.345 3.745
C 0.441 -0.311 4.890
C 1.803 -0.534 4.815
C 2.430 -0.733 3.592
P -0.592 -0.686 0.884
C -0.604 -2.483 0.531
C -0.949 -2.803 -0.786
C -1.127 -4.141 -1.116
C -0.965 -5.133 -0.158
C -0.612 -4.803 1.140
C -0.430 -3.474 1.493
C -2.312 -0.578 1.491
C -3.013 0.532 1.056
C -4.230 0.875 1.623
C -4.864 0.004 2.483
C -4.239 -1.196 2.797
C -2.947 -1.453 2.367
H 5.755 0.047 4.062
H 4.413 0.374 5.148
H 4.466 1.120 3.544
H 5.326 -2.440 4.321
H 3.765 -3.115 3.873
H 3.930 -2.153 5.350
H 6.377 -1.621 2.566
H 7.084 -1.956 0.243
H 5.484 -1.727 -1.579
H 1.185 1.310 -0.270
H 1.394 3.804 -0.600
H 2.734 4.684 -2.465
H 3.919 3.135 -3.969
H 3.840 0.727 -3.571
H 4.979 -1.032 -3.200
H 5.475 -2.368 -5.176
H 3.726 -3.749 -6.221
H 1.437 -3.724 -5.296
H 0.923 -2.357 -3.265
H -1.400 -0.182 3.822
H -0.016 -0.123 5.847
H 2.384 -0.537 5.724
H -1.038 -1.958 -1.514
H -1.399 -4.408 -2.128
H -1.113 -6.170 -0.414
H -0.490 -5.578 1.883
H -0.146 -3.217 2.505
H -2.657 1.104 0.210
H -4.715 1.842 1.385
H -5.841 0.246 2.879
H -4.770 -1.911 3.407
H -2.431 -2.346 2.685
Se -4.390 0.425 -1.549
C -6.042 0.370 -0.667
C -6.677 -0.853 -0.524
C -7.940 -0.859 0.036
N -8.558 0.227 0.468
C -7.943 1.387 0.343
C -6.700 1.514 -0.234
H -6.198 -1.765 -0.855
H -8.483 -1.786 0.142
H -8.462 2.266 0.706
H -6.301 2.527 -0.338
C -2.126 2.832 -0.156
Te -4.144 2.682 -0.821
C -3.187 2.798 -2.694
C -2.140 3.802 -2.416
C -1.856 4.831 -3.296
C -1.181 5.959 -2.857
C -0.801 6.073 -1.533
C -1.054 5.033 -0.655
C -1.708 3.900 -1.097
H -1.378 2.076 -0.037
H -2.269 3.230 0.874
H -3.944 3.216 -3.381
H -2.937 1.841 -3.119
H -2.232 4.779 -4.303
H -1.020 6.778 -3.536
H -0.333 6.971 -1.166
H -0.809 5.117 0.396

HOMO-LUMO gap (alpha / beta)   5.21 / 5.19 eV
Net charge   +1
Energy relative to the best compared isomer or geometry (same formula, charge and spin)   286.0 kcal/mol

***

[2]
Here is a structure of composition C52H45BrCsN4O7PS2 from the OMol25 dataset. Energies are from ωB97M-V/def2-TZVPD.

Geometry (Å):
Cs -0.448 0.943 -0.313
C -0.420 -4.060 3.959
C 0.094 -3.007 4.701
C 0.822 -2.010 4.074
C 1.059 -2.051 2.699
C 0.499 -3.083 1.954
C -0.227 -4.085 2.585
P 2.250 -0.789 2.070
C 3.701 -1.454 3.025
C 3.920 -2.821 3.212
C 5.029 -3.273 3.907
C 5.949 -2.370 4.428
C 5.755 -1.012 4.235
C 4.638 -0.562 3.540
C 2.665 -1.404 0.398
C 3.975 -1.719 0.018
C 4.223 -2.122 -1.287
C 3.171 -2.228 -2.190
C 1.872 -1.910 -1.790
C 1.594 -1.446 -0.501
H -0.990 -4.845 4.443
H -0.058 -2.972 5.775
H 1.246 -1.199 4.659
H 0.649 -3.092 0.881
H -0.641 -4.900 1.998
H 3.213 -3.534 2.807
H 5.184 -4.338 4.042
H 6.810 -2.726 4.982
H 6.474 -0.302 4.627
H 4.481 0.501 3.393
H 4.791 -1.665 0.736
H 5.236 -2.365 -1.595
H 3.360 -2.545 -3.213
H 1.065 -2.027 -2.515
O -5.683 -6.210 1.942
N -5.028 -5.713 1.033
O -4.930 -6.279 -0.041
C -4.366 -4.468 1.273
C -4.409 -4.015 2.566
C -3.815 -2.805 2.958
C -3.864 -2.345 4.289
C -3.227 -1.182 4.612
C -2.564 -0.472 3.596
N -2.518 -0.868 2.346
C -3.118 -2.015 2.017
C -3.058 -2.469 0.641
N -2.403 -1.683 -0.219
C -2.367 -2.006 -1.492
C -3.008 -3.140 -1.994
C -3.668 -3.975 -1.126
C -3.702 -3.675 0.251
H -4.911 -4.626 3.304
H -4.396 -2.926 5.034
H -3.228 -0.809 5.628
H -2.066 0.467 3.817
H -1.821 -1.327 -2.138
H -2.987 -3.351 -3.054
H -4.161 -4.853 -1.498
Br -0.968 3.010 2.665
C -2.749 3.740 2.593
C -3.066 4.732 3.479
C -4.372 5.264 3.476
C -5.309 4.779 2.606
C -4.988 3.749 1.688
C -5.947 3.214 0.802
C -5.600 2.194 -0.049
C -4.281 1.690 -0.075
C -3.280 2.176 0.744
C -3.660 3.202 1.651
H -2.330 5.101 4.181
H -4.625 6.051 4.178
H -6.322 5.174 2.616
H -6.956 3.616 0.814
H -6.356 1.777 -0.714
H -4.058 0.880 -0.771
C 2.334 4.720 0.929
S 1.066 3.800 -0.023
C 1.443 4.645 -1.586
O 1.624 2.439 -0.123
H 2.146 5.791 0.848
H 3.312 4.457 0.528
H 2.255 4.399 1.966
H 1.244 5.710 -1.460
H 0.762 4.211 -2.316
H 2.478 4.458 -1.866
C 5.604 2.623 -3.225
C 4.456 2.014 -3.987
C 4.278 2.277 -5.343
C 3.256 1.663 -6.052
C 2.405 0.791 -5.396
C 2.541 0.546 -4.038
C 3.570 1.154 -3.340
S 1.163 -0.090 -6.331
O 1.206 0.431 -7.678
O 1.382 -1.497 -6.147
N -0.298 0.287 -5.699
C -0.652 1.719 -5.735
C -1.570 2.126 -4.574
C -0.981 1.842 -3.167
O -0.752 0.636 -2.872
O -0.782 2.821 -2.430
H 6.229 3.236 -3.874
H 6.220 1.836 -2.787
H 5.247 3.246 -2.402
H 4.951 2.958 -5.852
H 3.113 1.836 -7.111
H 1.864 -0.124 -3.526
H 3.676 0.951 -2.281
H -0.375 -0.052 -4.720
H -1.157 1.903 -6.687
H 0.248 2.346 -5.723
H -2.509 1.572 -4.652
H -1.776 3.191 -4.646

HOMO-LUMO gap   3.87 eV
Net charge   -2
Energy relative to the best compared isomer or geometry (same formula, charge and spin)   40.5 kcal/mol

***

[3]
Here is a structure of composition C52H45N8O7PSTi from the OMol25 dataset. Energies are from ωB97M-V/def2-TZVPD.

Geometry (Å):
Ti 13.134 16.554 15.854
N 13.745 14.629 18.435
C 14.100 15.698 19.349
C 13.434 17.070 19.057
O 13.301 17.756 20.080
N 13.071 17.391 17.799
C 12.287 18.635 17.697
C 11.108 18.451 16.722
O 10.208 19.292 16.669
O 11.278 17.354 16.032
H 12.804 14.288 18.645
H 14.392 13.839 18.550
H 15.189 15.862 19.293
H 13.842 15.469 20.385
H 12.914 19.511 17.379
H 11.953 18.874 18.706
C 17.777 14.172 14.415
N 16.956 14.987 15.306
C 15.596 15.127 15.203
N 15.161 16.021 16.061
C 16.293 16.646 16.690
C 17.395 15.961 16.238
C 18.827 16.218 16.487
C 19.426 15.802 17.671
C 20.790 16.036 17.870
C 21.539 16.673 16.884
C 20.906 17.130 15.726
C 19.546 16.913 15.528
C 16.346 17.839 17.596
C 16.999 17.749 18.846
C 17.272 18.897 19.600
C 16.887 20.181 19.202
C 16.153 20.240 18.009
C 15.867 19.107 17.236
P 14.510 14.273 13.984
C 13.357 13.467 15.103
N 12.438 14.113 15.803
C 11.777 13.122 16.561
C 12.391 11.871 16.323
N 13.416 12.136 15.417
C 14.416 11.227 14.865
C 12.237 10.572 16.910
C 12.185 10.444 18.299
C 12.145 9.164 18.841
C 12.185 8.029 18.020
C 12.294 8.182 16.645
C 12.200 9.463 16.074
C 10.614 13.415 17.381
C 9.747 12.421 17.892
C 8.713 12.730 18.780
C 8.425 14.056 19.125
C 9.236 15.053 18.587
C 10.289 14.747 17.706
C 13.334 15.357 13.133
N 12.370 15.977 13.795
C 11.647 16.732 12.830
C 12.232 16.508 11.586
N 13.257 15.573 11.782
C 14.194 15.037 10.802
C 11.945 17.128 10.304
C 12.957 17.564 9.441
C 12.611 17.954 8.150
C 11.266 17.998 7.745
C 10.284 17.681 8.681
C 10.610 17.270 9.955
C 10.539 17.685 13.128
C 9.445 17.278 13.888
C 8.358 18.145 14.079
C 8.349 19.439 13.567
C 9.487 19.854 12.872
C 10.574 19.014 12.667
H 17.445 13.132 14.506
H 18.830 14.237 14.718
H 17.673 14.511 13.368
H 18.849 15.294 18.424
H 21.249 15.683 18.785
H 22.599 16.841 17.013
H 21.476 17.676 14.984
H 19.014 17.270 14.656
H 17.355 16.796 19.227
H 17.857 18.763 20.496
H 17.159 21.076 19.765
H 15.776 21.185 17.666
H 15.323 19.223 16.303
H 14.572 10.330 15.490
H 15.360 11.783 14.774
H 14.112 10.945 13.833
H 12.151 11.330 18.910
H 12.026 9.076 19.912
H 12.151 7.049 18.451
H 12.388 7.338 15.975
H 12.125 9.589 14.995
H 9.843 11.387 17.568
H 8.128 11.913 19.176
H 7.605 14.275 19.796
H 9.060 16.094 18.801
H 10.887 15.547 17.257
H 13.756 15.120 9.807
H 14.399 13.992 11.040
H 15.131 15.614 10.856
H 13.978 17.635 9.784
H 13.436 18.152 7.458
H 10.996 18.238 6.728
H 9.222 17.752 8.441
H 9.840 17.032 10.668
H 9.471 16.305 14.365
H 7.518 17.755 14.629
H 7.499 20.095 13.679
H 9.571 20.849 12.486
H 11.498 19.359 12.184
O 15.759 19.388 14.167
S 14.821 18.395 13.660
O 15.469 17.114 13.351
O 13.721 17.967 15.010
O 13.959 18.846 12.598

HOMO-LUMO gap (alpha / beta)   2.66 / 6.38 eV
Net charge   -2
Multiplicity   3
Energy relative to the best compared isomer or geometry (same formula, charge and spin)   0.0 kcal/mol
<S²>   2.02

***

[4]
Here is a structure of composition C52H48F3KN8O3PS from the OMol25 dataset. Energies are from ωB97M-V/def2-TZVPD.

Geometry (Å):
K -0.356 0.557 -0.864
C 2.684 -3.175 -3.848
C 2.708 -1.691 -4.074
C 3.660 -1.128 -4.921
C 3.645 0.220 -5.235
C 2.649 1.035 -4.716
C 1.713 0.505 -3.847
C 1.761 -0.842 -3.501
N 0.798 -1.349 -2.601
C 1.077 -1.926 -1.379
N 2.390 -1.966 -0.968
C 3.175 -0.752 -0.732
C 2.522 0.473 -0.567
C 3.427 1.516 -0.300
C 4.802 1.364 -0.185
C 5.368 0.108 -0.341
C 4.554 -0.980 -0.627
C 5.155 -2.348 -0.787
N 0.082 -2.464 -0.760
C 0.240 -2.942 0.543
C 0.042 -2.117 1.652
C 0.102 -2.624 2.940
C 0.377 -3.967 3.145
C 0.584 -4.790 2.049
C 0.512 -4.303 0.750
C 0.703 -5.205 -0.434
H 2.979 -3.696 -4.761
H 1.685 -3.510 -3.569
H 3.358 -3.475 -3.047
H 4.412 -1.774 -5.356
H 4.396 0.628 -5.897
H 2.606 2.085 -4.974
H 0.936 1.132 -3.432
H -0.161 -1.053 -2.745
H 2.487 -2.627 -0.204
H 3.049 2.528 -0.135
H 5.433 2.219 0.041
H 6.440 -0.036 -0.248
H 6.243 -2.297 -0.710
H 4.902 -2.789 -1.751
H 4.808 -3.046 -0.018
H -0.157 -1.063 1.504
H -0.060 -1.964 3.783
H 0.422 -4.373 4.147
H 0.800 -5.842 2.198
H 0.836 -6.240 -0.115
H 1.574 -4.920 -1.029
H -0.155 -5.144 -1.105
F -3.447 3.725 -3.181
C -2.573 2.769 -3.538
F -1.342 3.308 -3.469
F -2.805 2.467 -4.820
S -2.717 1.286 -2.455
O -1.706 0.399 -3.030
O -4.082 0.866 -2.615
O -2.345 1.796 -1.146
C -3.373 -0.360 1.813
C -3.429 -1.253 0.627
N -2.614 -1.213 -0.388
C -3.033 -2.188 -1.259
C -4.114 -2.830 -0.755
N -4.370 -2.230 0.469
C -5.367 -2.623 1.412
N -4.797 -3.268 2.575
N -5.135 -2.843 3.808
N -4.571 -3.577 4.693
C -3.820 -4.531 4.042
C -3.028 -5.570 4.549
C -2.406 -6.383 3.636
C -2.546 -6.169 2.245
C -3.312 -5.153 1.730
C -3.963 -4.343 2.671
H -2.692 0.459 1.588
H -3.017 -0.888 2.701
H -4.347 0.073 2.042
H -2.531 -2.352 -2.194
H -4.740 -3.614 -1.138
H -6.054 -3.308 0.908
H -5.929 -1.772 1.798
H -2.918 -5.713 5.615
H -1.779 -7.196 3.978
H -2.009 -6.814 1.562
H -3.374 -4.965 0.669
C 2.453 7.279 -1.644
C 2.771 5.993 -2.052
C 2.090 4.908 -1.519
C 1.095 5.097 -0.563
C 0.782 6.394 -0.161
C 1.455 7.479 -0.699
P 0.272 3.593 0.067
C 1.093 3.312 1.681
C 1.010 2.028 2.211
C 1.580 1.722 3.436
C 2.262 2.701 4.142
C 2.370 3.981 3.616
C 1.786 4.284 2.395
C -1.349 4.265 0.615
C -1.845 4.104 1.904
C -3.140 4.499 2.217
C -3.953 5.062 1.247
C -3.465 5.225 -0.044
C -2.180 4.825 -0.355
H 2.975 8.127 -2.068
H 3.543 5.829 -2.792
H 2.333 3.903 -1.843
H -0.004 6.554 0.568
H 1.201 8.482 -0.380
H 0.521 1.237 1.652
H 1.513 0.712 3.821
H 2.725 2.464 5.091
H 2.914 4.745 4.155
H 1.885 5.284 1.992
H -1.223 3.670 2.677
H -3.508 4.364 3.225
H -4.965 5.357 1.488
H -4.095 5.646 -0.816
H -1.824 4.931 -1.373

HOMO-LUMO gap   6.35 eV
Net charge   -1

***

Number 1: E -150214.3235 eV. Number 2: E -176493.5922 eV. Number 3: E -124152.5697 eV. Number 4: E -117371.6425 eV.